# 1
{
  "formula": "C5H27NO8",
  "method": "wB97M-V/def2-TZVPD",
  "homo_ev": -8.1,
  "gap_ha": 0.29515,
  "charge": 0,
  "e_tot_ev": -23489.1298,
  "e_above_lowest_kcal_mol": 114.95,
  "smiles": "CN1CCCC1.O.O.O.O.O.O.O.O",
  "symbols": ["C", "N", "C", "C", "C", "C", "H", "H", "H", "H", "H", "H", "H", "H", "H", "H", "H", "O", "H", "H", "O", "H", "H", "O", "H", "H", "O", "H", "H", "O", "H", "H", "O", "H", "H", "O", "H", "H", "O", "H", "H"],
  "coordinates": [[1.8896, -1.1024, -2.5685], [0.7041, -0.5347, -3.2479], [0.2825, 0.9066, -3.0049], [-1.2989, 1.0215, -2.6015], [-1.6855, -0.5384, -2.5338], [-0.5539, -1.3412, -3.0515], [2.3764, -1.8034, -3.2417], [2.6156, -0.3462, -2.3192], [1.6714, -1.7388, -1.6544], [0.7051, 1.3551, -2.1736], [0.6880, 1.3576, -3.9505], [-1.3658, 1.5583, -1.6649], [-1.8584, 1.5133, -3.3131], [-2.6559, -0.4821, -2.9727], [-1.8938, -0.7747, -1.5152], [-0.6757, -1.6300, -4.1297], [-0.4289, -2.1560, -2.5759], [-0.7990, -1.6975, 2.3823], [-1.3929, -1.1423, 1.8334], [-1.3009, -2.1349, 2.9870], [0.6486, 0.2080, 4.0696], [0.9669, -0.5829, 3.6034], [-0.2363, 0.1288, 4.1617], [-2.2529, -2.9497, 0.6883], [-1.4038, -2.8626, 0.1795], [-2.9790, -3.0801, -0.0125], [-1.3904, 1.3323, 2.6751], [-1.0220, 2.2153, 3.0495], [-1.9980, 1.2713, 3.4007], [-0.0135, 1.5514, 0.2757], [-0.2764, 0.9180, 1.0552], [0.0742, 0.9924, -0.4437], [0.6592, 3.8996, 0.7283], [0.4706, 3.0681, 0.5702], [0.4298, 4.4136, 0.0142], [1.1659, -2.8224, 0.7735], [0.3000, -2.9774, 1.0666], [1.7485, -3.5874, 1.2075], [2.7740, 1.9969, 1.9418], [2.3792, 2.9114, 1.9444], [1.9965, 1.5126, 1.9136]],
  "forces_ev_per_angstrom": [[-0.9083, -0.7167, 0.5556], [-1.4198, 0.5396, 2.1132], [-0.7642, -1.0788, -1.9772], [3.5482, -2.9101, -0.0363], [-0.2092, 3.2584, 0.9887], [0.1960, 4.7962, -6.7371], [0.1196, -0.0007, -0.2950], [0.1438, 0.3868, 0.1372], [-0.0163, 0.9871, -0.6034], [1.8795, 0.7646, 1.4325], [-1.1130, 0.5649, 1.0455], [-0.2055, -0.0862, 0.1303], [-1.1642, 0.9955, -1.6501], [-0.5414, -1.1348, -0.9942], [-0.0057, -0.2859, 1.0526], [-0.9198, -0.2409, 0.8637], [1.2936, -5.7702, 3.7402], [2.2402, 2.7073, -2.7991], [0.3180, -0.7408, 0.7495], [-2.5156, -1.9273, 2.4462], [5.1381, 0.1499, -0.1818], [-0.4495, 0.4089, 0.2111], [-4.1874, -0.6421, 0.0818], [-0.8502, -0.2380, -2.4188], [-1.3908, -0.1747, 0.4543], [1.8035, 0.2279, 1.4564], [0.7419, 3.0595, 1.2127], [0.0143, -1.8265, -1.7371], [-1.2556, -1.0150, 0.3975], [-1.2536, -1.3082, 4.3063], [0.5939, 1.9806, -1.9366], [0.5130, -1.7299, -2.2589], [2.5750, 5.7830, 4.1556], [-1.5525, -6.4708, -1.5545], [-0.7701, 1.6652, -2.3900], [4.1043, -2.2985, 0.3249], [-1.7508, -0.2753, 1.2364], [-2.0712, 2.5703, -1.4905], [1.3898, 3.0175, 0.1528], [0.9184, -1.0133, -0.1492], [-2.2167, -1.9787, -0.0352]]
}

=====

# 2
{
  "formula": "CH2OS2",
  "method": "wB97M-V/def2-TZVPD",
  "homo_ev": -8.5,
  "gap_ha": 0.26575,
  "charge": 0,
  "e_tot_ev": -24783.5761,
  "e_above_lowest_kcal_mol": 85.31,
  "symbols": ["C", "O", "S", "S", "H", "H"],
  "coordinates": [[-0.7633, 0.0138, -0.0298], [1.6039, -0.2200, 0.3527], [0.9911, 1.3561, -0.2545], [0.4605, -1.2921, -0.1720], [-0.8682, 0.2802, 1.0153], [-1.4240, -0.1380, -0.9116]],
  "forces_ev_per_angstrom": [[2.9995, 0.4852, -1.2776], [0.4790, 1.1950, -0.0193], [-1.8577, -3.0348, 0.3376], [-0.0578, 0.2844, -0.0895], [-1.2545, 0.0668, -0.3145], [-0.3085, 1.0034, 1.3633]]
}

=====

# 3
{
  "formula": "C7H11NO2S",
  "method": "wB97M-V/def2-TZVPD",
  "homo_ev": -8.4,
  "gap_ha": 0.33046,
  "charge": 0,
  "e_tot_ev": -23853.5709,
  "e_above_lowest_kcal_mol": 77.18,
  "smiles": "CS(=O)(=O)/C=C/CCC=C=N",
  "symbols": ["C", "S", "O", "O", "C", "C", "C", "C", "C", "C", "N", "H", "H", "H", "H", "H", "H", "H", "H", "H", "H", "H"],
  "coordinates": [[-2.8808, 1.6799, -0.7807], [-1.0564, 1.8842, -0.7435], [-0.7779, 2.8080, 0.3536], [-0.6816, 2.1610, -2.0762], [-0.4262, 0.2816, -0.2963], [0.1000, 0.1226, 0.8964], [0.7796, -1.1871, 1.1465], [2.1579, -1.0975, 0.4976], [2.1137, -1.0941, -0.9765], [1.7969, -0.0223, -1.6345], [1.8351, 1.0446, -2.1758], [-3.2109, 2.7637, -0.8548], [-2.9265, 1.2279, -1.8119], [-3.0443, 1.1332, 0.1603], [-0.4705, -0.3091, -1.1067], [0.3165, 0.9358, 1.6318], [0.7965, -1.4507, 2.2656], [0.1613, -1.8876, 0.7244], [2.8502, -1.8374, 0.9808], [2.5578, -0.0924, 0.9509], [2.0436, -2.1378, -1.3826], [1.2059, 1.5755, -2.6327]],
  "forces_ev_per_angstrom": [[2.2317, 1.0913, -1.2199], [-1.6282, 0.4276, 3.7043], [0.1339, -0.5782, -1.0246], [0.7885, 0.7323, -2.2549], [-1.2106, 4.0499, 1.9713], [1.1914, -0.3067, 1.0663], [0.2285, 1.0139, 2.8055], [1.4126, 1.7576, 2.9502], [0.0092, -2.9794, 0.4366], [0.9331, 0.7932, -0.7936], [3.3046, -1.8904, 0.5677], [0.0413, -1.4790, 0.4533], [-0.9364, -0.1727, 1.4462], [-0.8444, 0.1524, -0.7794], [-0.3079, -2.7111, -2.1354], [-0.8056, -0.4768, -0.9319], [0.3032, 0.5814, -1.5143], [-1.1423, -2.2040, -1.2266], [-0.6185, 0.3093, -0.9545], [-0.3056, -1.5408, -1.1625], [0.2433, 1.4010, -0.2611], [-3.0219, 2.0292, -1.1428]]
}

=====

# 4
{
  "formula": "C12H44AgF2NO16S2Y",
  "method": "wB97M-V/def2-TZVPD",
  "homo_ev": [-10.1, -12.5],
  "gap_ha": [0.22538, 0.17417],
  "charge": 1,
  "s2": 2.011,
  "multiplicity": 3,
  "e_tot_ev": -79537.7291,
  "e_above_lowest_kcal_mol": 15.44,
  "symbols": ["Ag", "Y", "O", "C", "C", "O", "H", "H", "H", "H", "N", "S", "O", "O", "F", "S", "O", "O", "F", "C", "O", "H", "H", "H", "H", "C", "O", "H", "H", "H", "H", "C", "O", "H", "H", "H", "H", "C", "O", "H", "H", "H", "H", "C", "O", "H", "H", "H", "H", "C", "O", "H", "H", "H", "H", "C", "O", "H", "H", "H", "H", "C", "O", "H", "H", "H", "H", "C", "O", "H", "H", "H", "H", "C", "O", "H", "H", "H", "H"],
  "coordinates": [[-2.6653, -1.6744, 1.5378], [-1.0389, -2.8237, -1.6818], [-0.5543, -1.5990, 0.4973], [0.1122, -0.3775, 0.2151], [-0.3439, 0.2736, -1.2148], [-0.5713, -0.5608, -2.3320], [1.1843, -0.5671, 0.1612], [0.0312, 0.3694, 1.0048], [0.2948, 1.1136, -1.4875], [-1.2839, 0.7723, -0.9785], [-0.1837, -4.6647, -0.8039], [1.3441, -4.9218, 0.0524], [2.3814, -5.7573, -0.5916], [1.2593, -4.9917, 1.5005], [1.8928, -3.4276, -0.1928], [-0.3686, -6.1784, -0.7805], [-0.7281, -6.8799, 0.4379], [0.2317, -6.9441, -1.8683], [-1.8596, -5.9481, -1.4025], [0.9656, -2.4896, 3.6251], [1.7657, -2.1173, 2.5135], [1.5838, -2.2304, 4.4846], [0.1292, -1.8197, 3.8245], [0.7244, -3.5525, 3.6351], [1.1364, -2.0754, 1.7897], [4.0941, -1.2505, -2.2340], [3.6762, -2.5447, -2.6230], [3.8254, -0.4947, -2.9720], [3.6700, -1.0970, -1.2417], [5.1789, -1.3029, -2.1408], [4.2689, -3.1920, -2.2341], [-2.8039, -0.6015, 4.5954], [-2.0204, -0.5059, 3.3832], [-2.2215, -0.8696, 5.4769], [-3.2719, 0.3498, 4.8489], [-3.5487, -1.3793, 4.4269], [-1.3662, 0.1541, 3.6238], [-4.2526, 0.7085, -0.1529], [-3.3804, 0.4770, 0.9543], [-3.7498, 0.2243, -0.9901], [-5.1967, 0.1837, -0.0067], [-4.4066, 1.7652, -0.3717], [-2.9401, 1.2936, 1.2011], [1.6707, 1.2451, -4.6450], [1.3267, -0.1486, -4.5175], [2.0113, 1.4353, -5.6628], [0.8496, 1.9392, -4.4654], [2.4117, 1.6331, -3.9461], [0.7166, -0.2553, -3.7839], [1.3001, 1.0047, 4.4448], [-0.0731, 1.0831, 4.5307], [1.6153, 0.6602, 3.4598], [1.6321, 2.0171, 4.6746], [1.7130, 0.3073, 5.1738], [-0.2501, 1.1244, 5.4734], [0.5628, 3.8008, -2.1845], [0.5277, 5.2540, -2.4037], [-0.1591, 3.2295, -2.7681], [1.5406, 3.3510, -2.3572], [0.2496, 3.5382, -1.1740], [-0.2187, 5.6676, -1.9640], [-2.6901, 1.4840, -4.6343], [-3.0319, 1.0460, -3.3008], [-1.6562, 1.8289, -4.6497], [-2.8228, 0.6603, -5.3357], [-3.3759, 2.2619, -4.9700], [-2.2974, 0.6039, -2.8689], [-2.4393, 3.3892, 1.6522], [-1.8973, 2.1734, 2.1255], [-2.4806, 4.1586, 2.4232], [-1.8318, 3.7496, 0.8221], [-3.3881, 3.2339, 1.1385], [-0.9826, 2.3258, 2.3737], [3.4099, 1.9451, 0.5006], [3.0079, 3.2587, 0.1813], [4.4251, 1.8816, 0.8922], [2.7624, 1.5086, 1.2611], [3.4555, 1.2449, -0.3335], [3.4128, 3.5127, -0.6513]],
  "forces_ev_per_angstrom": [[0.0605, 0.1249, -0.3095], [0.0820, 2.0766, 0.2427], [1.0661, 1.7603, -1.8881], [-1.0280, -1.6148, 0.2894], [-0.5949, -0.2150, -1.7632], [0.2898, -0.8539, 2.7501], [0.4269, -0.2685, -0.7809], [-0.6354, 0.0245, 0.0492], [0.7678, -0.2829, 0.1994], [-0.5024, -0.2104, 0.7170], [4.9544, 1.4089, 2.7811], [6.3624, 1.8903, 2.5085], [-3.4834, 1.9912, 0.9646], [-1.0334, 0.1254, -2.6003], [-0.7945, -0.3542, -0.3420], [-6.4991, -9.2708, -3.9292], [1.6655, 1.8653, -0.9758], [-0.2090, 1.8696, 2.1694], [-0.6519, 0.2058, -0.3329], [1.0370, 0.6220, 1.2606], [-0.7288, 0.2920, -0.2830], [0.2500, -0.6361, 0.2193], [-0.5864, -0.2265, -0.6939], [-0.1919, 0.1155, -0.0443], [0.2374, -0.1818, -0.3389], [0.6975, -0.9607, 0.4767], [-0.6623, -0.2955, -0.7339], [-0.2609, -0.2056, 0.0931], [-0.0330, 0.7889, 0.1153], [0.1260, 0.6336, 0.0823], [-0.0122, 0.0019, -0.0138], [-0.2243, -0.2088, -0.1716], [-0.6902, -0.3087, 1.3521], [0.3652, -0.2872, -0.2006], [-0.2397, 0.0325, -0.3573], [-0.0809, 0.1982, 0.1678], [0.8318, 0.3855, -0.3463], [0.4511, -0.8646, -0.5347], [-0.9761, -0.2893, -0.2513], [-0.3754, 0.3026, -0.5166], [-0.0663, 0.2646, 0.1812], [-0.0323, -0.0994, 0.1044], [0.5326, -0.2790, 0.5299], [-0.4206, -0.0276, -0.1415], [0.5241, 1.0700, -0.1730], [0.0915, -0.2293, 0.1133], [-0.6049, -0.2906, -0.1936], [0.5633, -0.6167, 0.1523], [-0.1480, 0.0858, 0.2265], [1.8027, 0.3945, 0.1014], [-2.1738, -0.4888, 0.0920], [-0.0834, 0.1845, -0.0309], [0.9214, -0.1201, -0.2850], [0.1028, -0.0457, 0.0121], [-0.5286, 0.1434, 0.0355], [-1.0460, 0.9373, 0.5172], [0.7363, -1.9139, -0.2241], [-0.1244, 0.3899, -0.7444], [0.1125, 0.6870, -0.0990], [0.3773, 0.2953, 0.4561], [-0.1265, -0.3674, 0.1161], [0.0995, -0.6742, 0.4443], [-0.5779, 0.5146, -0.1537], [-0.0561, 0.1425, -0.2419], [0.2201, -0.1036, -0.0541], [0.0935, 0.1128, 0.4671], [0.3205, -0.0675, -0.5584], [0.5381, 0.9500, -0.9640], [0.0243, 0.0162, 0.3158], [-0.3142, -0.1104, -0.0321], [0.3579, 0.3445, 0.0697], [-0.3513, -0.2239, 0.7235], [0.0958, -0.0008, 0.1776], [0.7087, -0.5948, 0.1246], [-0.3056, -0.3104, 0.0444], [0.1406, 0.3691, 0.2980], [-0.2198, 0.2787, 0.0084], [-0.4669, 0.0976, -0.4557], [0.1058, 0.1055, 0.0095]]
}